Density functional theory data (ωB97M-V/def2-TZVPD) for a gas-phase ion, C4H11N2 (charge +1) at a distorted geometry.

Geometry as XYZ:
```
17
Properties=species:S:1:pos:R:3
N -1.935 -1.953 0.431
N 0.423 0.847 -0.442
C -1.298 -0.964 -0.460
C 1.791 1.065 0.166
C -1.964 -0.486 0.741
C 0.085 -0.659 -0.716
H -2.876 0.046 0.507
H -1.237 -2.362 1.091
H 0.746 -1.143 0.080
H 2.577 0.786 -0.443
H 0.555 -0.912 -1.646
H 0.188 1.607 -1.163
H 2.018 0.405 0.938
H 1.865 2.094 0.451
H -1.242 -0.073 1.564
H -0.310 1.234 0.164
H -1.973 -0.950 -1.329
```

Results
Charge: +1
Molar mass: 87.15 g mol⁻¹
Orbital gap: 10.50 eV
Spin multiplicity: 1
LUMO: -3.612 eV
ΔE to the lowest compared entry with this formula, charge and spin: 343.8 kJ/mol
Calculated total energy: -7297.38502 eV
Max |F|: 0.0775 hartree/bohr
Structure (SMILES): C[NH2+]C[C@@H]1CN1
HOMO: -0.519 hartree

***

Density functional theory data (ωB97M-V/def2-TZVPD) for a molecular structure, C10H14BCdN7O3 at a distorted geometry.

Geometry as XYZ:
```
36
Properties=species:S:1:pos:R:3
Cd -2.297 -0.284 1.134
O -1.251 1.620 5.305
O -0.667 -0.435 4.722
O 0.832 1.285 4.516
N -0.525 0.757 4.848
N -1.136 -0.192 -2.059
N -2.049 0.133 -1.084
N -0.435 -1.457 0.595
N 0.290 -1.664 -0.545
N 1.486 0.234 -1.761
N 1.857 0.779 -0.546
C -0.756 1.557 2.469
C 0.817 -3.281 0.878
C -1.733 -0.049 -3.264
C 2.843 1.653 -0.793
C 1.018 -2.792 -0.407
C -3.038 0.392 -3.068
C -3.204 0.509 -1.692
C 2.319 0.682 -2.732
C 3.199 1.606 -2.160
C -0.067 -2.402 1.495
B 0.307 -0.791 -1.843
H 1.249 -4.165 1.301
H 3.262 2.285 -0.019
H -0.706 1.903 1.421
H -1.194 -0.305 -4.164
H 0.196 1.110 2.700
H 2.237 0.323 -3.744
H -4.064 0.816 -1.117
H -0.448 -2.390 2.504
H 0.548 -1.519 -2.781
H 1.597 -3.164 -1.239
H -1.216 2.263 3.153
H -3.779 0.591 -3.818
H 0.539 2.230 4.449
H 3.968 2.164 -2.651
```

Results
Charge: 0
Molar mass: 403.49 g mol⁻¹
Orbital gap (alpha / beta): 6.62 / 6.84 eV
Spin multiplicity: 1
LUMO (alpha / beta): -1.371 / -1.605 eV
ΔE to the lowest compared entry with this formula, charge and spin: 159.4 kJ/mol
Calculated total energy: -32404.69896 eV
Max |F|: 0.0639 hartree/bohr
HOMO (alpha / beta): -0.294 / -0.310 hartree

***

Density functional theory data (ωB97M-V/def2-TZVPD) for 8 unconnected molecules or ions with the total composition C24H48O24 at a distorted geometry.

Geometry as XYZ:
```
96
Properties=species:S:1:pos:R:3
O -0.469 44.386 26.894
O -3.244 43.371 20.771
O 1.388 52.675 18.129
O 1.632 49.946 26.494
O 5.150 46.813 17.125
O 1.587 44.518 27.795
O 6.928 46.594 21.104
O -2.345 43.095 22.981
O -3.292 41.377 21.904
O 3.280 45.602 17.393
O 2.477 55.012 23.404
O 8.211 48.125 22.061
O 0.706 48.423 22.121
O 3.017 53.184 22.044
O 1.740 52.927 23.949
O 3.616 47.387 18.671
O 1.300 50.823 16.929
O 1.513 44.049 25.664
O -0.422 49.712 26.013
O 2.321 47.454 23.485
O 9.134 46.730 20.686
O 0.463 48.545 27.854
O 2.949 48.630 21.692
O -0.480 51.388 18.098
C 5.801 46.910 21.699
C 1.311 46.957 24.368
C 0.878 53.410 19.146
C 2.985 55.896 22.481
C -1.891 44.359 23.139
C -1.716 49.221 26.305
C 2.534 49.477 20.574
C 2.988 43.889 25.616
C 0.856 44.253 26.871
C 0.680 51.668 17.682
C 10.457 47.491 20.756
C 8.036 47.182 21.277
C 3.982 46.566 17.748
C 1.916 48.203 22.410
C -2.963 42.645 21.850
C -3.944 40.636 20.824
C -1.082 44.462 28.216
C 1.192 51.622 23.611
C 2.080 45.173 17.962
C 2.493 53.645 23.064
C 2.758 49.650 27.232
C 0.851 49.433 16.648
C 6.230 47.647 17.555
C 0.592 49.369 26.881
H -4.864 40.252 21.295
H -2.243 49.746 27.061
H 2.719 55.621 21.367
H 0.732 46.232 23.811
H 1.690 48.988 16.075
H -0.859 43.651 28.814
H 5.670 48.080 21.523
H 0.578 52.642 20.015
H 10.487 47.803 21.791
H 1.468 44.593 17.386
H 0.107 49.520 15.996
H 1.958 50.386 20.574
H 2.252 51.005 23.648
H -1.612 44.581 22.106
H -4.437 41.356 20.129
H 6.140 48.607 18.113
H 0.068 54.191 19.068
H 10.279 48.419 20.410
H 4.952 46.467 21.285
H 0.447 51.227 24.336
H 6.803 47.958 16.598
H 2.383 56.886 22.572
H -2.635 44.963 23.311
H 3.427 43.693 24.686
H -1.310 44.373 24.083
H 11.073 46.911 20.165
H -1.811 48.148 26.356
H 1.696 48.931 20.031
H 1.793 53.996 19.660
H -0.600 45.328 28.573
H -2.404 49.538 25.380
H 3.270 48.877 26.888
H 3.972 56.111 22.325
H 6.031 46.812 22.811
H -2.169 44.486 27.950
H 3.334 49.322 19.936
H 1.647 46.023 18.458
H 2.168 44.331 18.741
H 3.376 44.936 25.810
H 6.733 46.798 18.303
H 1.741 46.659 25.346
H -3.230 39.669 20.425
H 3.539 50.299 26.975
H 0.844 47.957 24.866
H 0.518 48.838 17.483
H 3.332 43.160 26.266
H 0.572 51.654 22.768
H 2.740 49.718 28.247
```

Results
Charge: 0
Molar mass: 720.62 g mol⁻¹
Orbital gap: 10.51 eV
Spin multiplicity: 1
LUMO: 0.423 eV
ΔE to the lowest compared entry with this formula, charge and spin: 1314.4 kJ/mol
Calculated total energy: -74793.12435 eV
Max |F|: 0.1867 hartree/bohr
Structure (SMILES): COC(=O)OC.COC(=O)OC.COC(=O)OC.COC(=O)OC.COC(=O)OC.COC(=O)OC.COC(=O)OC.COC(=O)OC
HOMO: -0.371 hartree